(1)
Here is C46H54BGeN6O2PdS3 as an isolated structure in a non-equilibrium geometry from the Open Molecules 2025 dataset. Energies are from the ωB97M-V functional and the def2-TZVPD basis.

Each line ends with the Mulliken spin population.
Atoms and positions in Å:
1 Pd -0.000802 -0.216500 0.448832  0.8190
2 C -2.558775 5.840206 -1.963483  -0.0009
3 C -1.722896 4.867096 -1.135147  0.0255
4 C -2.549684 4.425745 0.071381  -0.0064
5 C -0.440446 5.593266 -0.722924  0.0068
6 N -1.400594 3.667241 -1.975422  0.0115
7 C -1.939779 3.453414 -3.238068  0.0038
8 C -1.506993 2.259538 -3.657159  0.0031
9 N -0.705266 1.703864 -2.666795  -0.0112
10 B -0.155522 0.287405 -2.983889  0.0154
11 N -0.989428 -0.908504 -2.380957  0.0335
12 C -0.963437 -2.091981 -3.099057  -0.0083
13 C -1.963957 -2.867058 -2.665989  0.0133
14 N -2.634637 -2.169723 -1.667889  -0.0021
15 C -2.013050 -0.975774 -1.492183  0.0127
16 S -2.317944 0.235678 -0.304700  0.2450
17 C -3.746235 -2.859459 -0.929718  -0.0141
18 C -4.808127 -3.239832 -1.964680  0.0010
19 C -3.154203 -4.100912 -0.256512  0.0078
20 C -4.416479 -2.002797 0.136747  0.0297
21 N 1.398916 0.011541 -2.914673  0.0130
22 C 1.985861 -0.334682 -4.129521  -0.0018
23 C 3.268150 -0.643642 -3.919207  0.0063
24 N 3.515239 -0.487371 -2.560800  0.0344
25 C 2.364860 -0.063047 -1.960217  0.0255
26 S 2.241749 0.303161 -0.296663  0.4320
27 C 4.898636 -0.763949 -2.039574  -0.0400
28 C 5.065469 -0.594289 -0.532363  0.0861
29 C 5.856613 0.203757 -2.741621  0.0007
30 C 5.231655 -2.218626 -2.384923  0.0010
31 C -0.648225 2.579735 -1.632566  0.0064
32 S 0.185363 2.396077 -0.155044  0.3361
33 H -2.751402 6.718270 -1.347622  -0.0004
34 H -3.523757 5.416224 -2.247269  0.0001
35 H -2.028568 6.168823 -2.859882  0.0001
36 H -2.798991 5.296003 0.682789  -0.0006
37 H -2.006781 3.712847 0.687188  0.0037
38 H -3.478182 3.953337 -0.260107  0.0009
39 H -0.707105 6.513848 -0.200080  0.0002
40 H 0.145549 5.856862 -1.607464  0.0020
41 H 0.176629 4.986611 -0.065906  -0.0007
42 H -2.564061 4.164758 -3.742899  0.0011
43 H -1.718442 1.742202 -4.576299  0.0007
44 H -0.364197 0.190862 -4.163130  -0.0004
45 H -0.220374 -2.282233 -3.856594  0.0015
46 H -2.250358 -3.855495 -2.975460  0.0012
47 H -4.416231 -3.897081 -2.741898  -0.0001
48 H -5.210069 -2.342552 -2.440341  0.0003
49 H -5.624749 -3.761851 -1.463443  -0.0003
50 H -2.867659 -4.863612 -0.984522  -0.0005
51 H -3.892159 -4.538382 0.418359  0.0006
52 H -2.267272 -3.821789 0.316729  -0.0065
53 H -4.852082 -1.095026 -0.279569  -0.0018
54 H -3.725981 -1.720560 0.927117  -0.0189
55 H -5.215899 -2.603204 0.574625  0.0011
56 H 1.423960 -0.345616 -5.047216  0.0013
57 H 4.016873 -0.974043 -4.615881  0.0010
58 H 4.886212 0.429362 -0.205846  -0.0041
59 H 6.101446 -0.846796 -0.300776  0.0008
60 H 4.416775 -1.264169 0.034002  -0.0208
61 H 5.580481 1.234798 -2.512192  -0.0010
62 H 5.853250 0.077403 -3.825183  0.0001
63 H 6.872190 0.030499 -2.382687  0.0001
64 H 4.522646 -2.889334 -1.895462  0.0002
65 H 6.234266 -2.453686 -2.025289  -0.0006
66 H 5.205593 -2.408919 -3.458607  -0.0001
67 O 1.539531 -2.330309 1.508275  0.0158
68 C 0.686310 -2.977694 0.877641  -0.0365
69 O -0.283875 -2.462283 0.220816  0.1799
70 C 0.744256 -4.483069 0.921125  0.0024
71 C 1.478551 -5.114966 1.916497  0.0010
72 C 1.485333 -6.500640 2.006365  0.0008
73 C 0.768581 -7.261973 1.092616  -0.0005
74 C 0.054250 -6.634365 0.078209  0.0004
75 C 0.039278 -5.248470 -0.003623  0.0053
76 H 2.029630 -4.502796 2.620424  0.0008
77 H 2.051353 -6.986643 2.792736  0.0002
78 H 0.761806 -8.342659 1.171462  0.0000
79 H -0.495802 -7.224803 -0.645995  0.0001
80 H -0.509184 -4.739390 -0.786322  0.0019
81 C -3.238177 3.175752 4.334968  0.0205
82 C -2.115398 3.624172 3.651291  -0.0197
83 C -1.141721 2.720761 3.241540  0.0748
84 C -1.255838 1.356511 3.529324  0.0331
85 C -2.384302 0.925690 4.230473  0.0126
86 C -3.370603 1.824474 4.623464  -0.0133
87 Ge 0.109461 0.079630 2.880401  0.4793
88 C 1.864220 0.684723 3.531059  0.0294
89 C 2.008409 1.845189 4.295181  0.0197
90 C 3.268173 2.293212 4.677642  -0.0095
91 C 4.403217 1.585853 4.303400  0.0192
92 C 4.273926 0.424742 3.550343  -0.0166
93 C 3.015763 -0.020477 3.160574  0.0521
94 C -0.334764 -1.661147 3.679660  0.0834
95 C -1.501806 -2.303238 3.255343  0.0096
96 C -1.820185 -3.580377 3.701286  -0.0100
97 C -0.965136 -4.241045 4.574753  0.0140
98 C 0.200692 -3.617378 5.000066  -0.0084
99 C 0.515525 -2.340319 4.551806  0.0068
100 H -4.003903 3.876848 4.645886  0.0020
101 H -1.999373 4.680998 3.434565  -0.0006
102 H -0.275134 3.082689 2.699568  -0.0035
103 H -2.486029 -0.123591 4.484490  0.0033
104 H -4.240112 1.468206 5.164506  0.0000
105 H 1.126932 2.396699 4.604889  0.0024
106 H 3.363021 3.196269 5.270668  0.0009
107 H 5.384460 1.936613 4.600784  0.0017
108 H 5.157629 -0.136242 3.262896  -0.0004
109 H 2.916831 -0.921839 2.562951  -0.0018
110 H -2.156883 -1.797471 2.552085  -0.0018
111 H -2.727633 -4.066126 3.358260  0.0004
112 H -1.202708 -5.241369 4.916461  0.0007
113 H 0.874242 -4.132782 5.676466  0.0006
114 H 1.433406 -1.862912 4.881219  0.0022

Forces on atoms 1 to 6 (eV/Å):
0.0 0.0 -0.8
0.0 0.0 -0.1
0.0 0.0 0.0
0.0 -0.1 0.0
0.0 -0.1 -0.1
0.0 0.0 0.0

- Energy relative to the best compared isomer or geometry (same formula, charge and spin): 0.0 kJ/mol
- Total charge: 0
- 2S+1: 4
- Gap between HOMO and LUMO (alpha / beta): 6.358 / 5.421 eV

---

(2)
Here is C46H54N8O5Ti as an isolated structure in a non-equilibrium geometry from the Open Molecules 2025 dataset. Energies are from the ωB97M-V functional and the def2-TZVPD basis.

Each line ends with the Mulliken charge.
Atoms and positions in Å:
1 Ti 0.416827 -0.182125 -0.104525  0.2883
2 C 5.108214 4.924524 -1.657678  -1.6914
3 C 4.333350 3.746758 -1.160271  -0.1342
4 C 4.776030 2.971812 -0.107835  -0.9655
5 C 4.054265 1.856422 0.366662  -0.3165
6 C 4.703164 1.003204 1.279506  -0.3195
7 N 4.345292 -0.201406 1.624080  0.5791
8 C 5.156485 -1.036666 2.479108  -0.8361
9 C 4.912619 -0.753754 3.968011  -0.9325
10 C 3.680618 -1.463646 4.531012  -0.6364
11 N 2.459741 -0.910739 4.000392  0.7743
12 C 1.487472 -0.492553 4.746858  -0.1731
13 C 0.347163 0.248498 4.376781  0.9615
14 C -0.151520 0.996345 5.473039  -1.1191
15 C -0.951510 2.099352 5.332953  -0.0889
16 C -1.304647 2.975133 6.489340  -1.6891
17 C -1.355215 2.409478 4.036139  -0.7039
18 C -1.006571 1.641761 2.932497  0.8661
19 C -1.491942 2.132979 1.672122  -0.4625
20 N -1.129031 1.783299 0.503130  0.1801
21 C -1.750404 2.546379 -0.561336  -1.3116
22 C -2.170023 1.622391 -1.694138  -0.2831
23 C -0.971866 1.237211 -2.574737  -0.8403
24 N 0.252665 1.133693 -1.795314  0.8887
25 C 1.126813 2.049419 -2.027680  -0.4661
26 C 2.354456 2.310722 -1.335367  0.6571
27 C 3.150048 3.362118 -1.792445  -0.4653
28 C 2.735927 1.577246 -0.159223  0.2512
29 O 1.947141 0.760536 0.422616  0.4871
30 C -0.162458 0.482752 3.038259  -0.9582
31 O 0.049011 -0.297702 2.044024  0.7460
32 H 5.938891 5.157650 -0.999018  0.3832
33 H 4.469593 5.801805 -1.731325  0.3919
34 H 5.502228 4.722522 -2.651907  0.3428
35 H 5.729361 3.194074 0.350218  0.4906
36 H 5.648335 1.353912 1.688332  0.5250
37 H 3.477257 -0.627931 1.260210  -1.0243
38 H 6.210488 -0.856922 2.254225  0.7643
39 H 4.916071 -2.081006 2.261868  0.1880
40 H 4.826180 0.323166 4.125699  0.3874
41 H 5.776820 -1.107208 4.528698  0.4659
42 H 3.668237 -1.361373 5.618554  0.6118
43 H 3.737376 -2.524534 4.268408  0.3622
44 H 2.333773 -0.977477 2.970922  -1.1272
45 H 1.645703 -0.588859 5.818407  0.3255
46 H 0.196030 0.726712 6.459272  0.4506
47 H -0.821846 2.633055 7.399985  0.3585
48 H -2.379878 2.992812 6.648767  0.3697
49 H -0.977896 3.993733 6.288368  0.3721
50 H -1.956265 3.294792 3.884978  0.5501
51 H -2.233454 2.938520 1.784884  0.2555
52 H -1.030908 3.294184 -0.920732  0.2573
53 H -2.630202 3.091517 -0.188383  0.6774
54 H -2.919716 2.116185 -2.314308  0.5421
55 H -2.620202 0.733135 -1.247803  -0.1115
56 H -0.846089 2.000280 -3.357555  0.7685
57 H -1.205909 0.291457 -3.067637  -0.2934
58 H 0.939365 2.754929 -2.850996  0.3292
59 H 2.834705 3.917838 -2.666798  0.5917
60 N 1.316971 -1.451540 -0.838305  0.6734
61 C 1.937134 -2.596299 -1.092047  1.6008
62 C 3.339839 -2.652154 -1.268041  -0.7600
63 C 3.979692 -3.842917 -1.511344  -0.9866
64 C 3.264615 -5.029691 -1.610071  -1.0245
65 C 1.890762 -5.008436 -1.457185  -0.8234
66 C 1.234256 -3.824960 -1.199382  -0.4580
67 H 3.887924 -1.721590 -1.199689  0.4723
68 H 5.052302 -3.867991 -1.629519  0.4734
69 H 3.770622 -5.957638 -1.816213  0.4732
70 H 1.324267 -5.924718 -1.552037  0.5097
71 H 0.146845 -3.827378 -1.169669  0.2396
72 C -3.059975 -2.902151 -4.770493  -1.1145
73 N -2.906071 -2.708120 -3.352525  -0.4211
74 N -1.751462 -2.215118 -2.772310  1.7371
75 C -2.060913 -1.831538 -1.467441  -0.1717
76 O -1.291880 -1.272311 -0.630984  -0.1856
77 C -3.426925 -2.155275 -1.284488  -1.2808
78 C -3.915767 -2.668465 -2.464483  0.6554
79 C -5.272941 -3.146619 -2.808174  -1.6362
80 C -0.519127 -2.574782 -3.407333  0.0417
81 C 0.524719 -1.676403 -3.581439  -0.2278
82 C 1.671613 -2.073320 -4.251038  -0.9480
83 C 1.783250 -3.346044 -4.776739  -0.6806
84 C 0.746007 -4.247199 -4.598837  -0.9617
85 C -0.389836 -3.873379 -3.905960  0.4214
86 H -2.152746 -2.603377 -5.291362  0.3818
87 H -3.890367 -2.294282 -5.136145  0.4484
88 H -3.269114 -3.949183 -4.997351  0.3608
89 H -3.971083 -2.012162 -0.374365  0.6176
90 H -5.941680 -3.024482 -1.962437  0.4173
91 H -5.245841 -4.202099 -3.078521  0.3186
92 H -5.683797 -2.601837 -3.657256  0.3622
93 H 0.488049 -0.683024 -3.174086  -0.0344
94 H 2.475122 -1.363098 -4.364087  0.4868
95 H 2.670705 -3.635083 -5.313732  0.4616
96 H 0.821172 -5.244605 -5.000434  0.4097
97 H -1.173959 -4.599706 -3.744198  0.5010
98 O 3.388779 -3.624508 2.389743  -0.7841
99 C 2.342738 -3.102157 2.057894  -0.1386
100 O 2.166828 -1.918962 1.636178  1.7122
101 C 1.003647 -3.897679 2.234473  -0.0407
102 N -0.044798 -3.153913 1.503429  1.3949
103 C -1.366170 -3.442091 2.107362  -0.3203
104 C -1.054279 -4.207459 3.402884  -0.9008
105 C 0.433343 -3.936023 3.652546  -0.4041
106 H 1.132470 -4.907574 1.839631  0.6510
107 H 0.025341 -3.341132 0.489583  -0.5851
108 H 0.222268 -2.136612 1.603045  -1.3614
109 H -1.975315 -4.035465 1.423484  0.3861
110 H -1.880431 -2.498593 2.300265  0.2872
111 H -1.218117 -5.275120 3.263081  0.3262
112 H -1.676387 -3.879313 4.232335  0.4413
113 H 0.900803 -4.701785 4.266110  0.5782
114 H 0.564365 -2.968963 4.143253  -0.0826

Forces on atoms 1 to 6 (eV/Å):
-0.8 -1.9 -1.0
0.0 0.0 -0.1
0.0 -0.1 0.0
-0.3 -0.3 -0.2
-1.0 0.3 -0.6
0.0 -0.8 0.4

- Energy relative to the best compared isomer or geometry (same formula, charge and spin): 239.2 kJ/mol
- Total charge: +2
- Gap between HOMO and LUMO: 6.495 eV

---

Which of these has the highest energy relative to the best compared isomer or geometry (same formula, charge and spin)? C46H54N8O5Ti